(1)
Entry from OMol25: the ion C3H4N2OP with charge +1 at a distorted geometry (the ωB97M-V functional and the def2-TZVPD basis).

```
11
Properties=species:S:1:pos:R:3:forces:R:3
C -0.528559 0.644786 -0.175341 0.82 -0.48 -0.53
C 0.529615 1.013960 -1.006004 -1.21 0.93 2.45
C 0.866615 -1.154777 0.393402 0.27 4.82 -3.00
N -0.265270 -0.569527 0.506410 -0.02 -0.57 0.32
N 1.675786 0.367995 -0.846229 -3.09 -4.60 3.01
O 4.034119 -0.395002 -1.542225 1.28 -1.85 0.49
P 3.088531 0.667724 -1.655727 0.48 2.27 -1.52
H -1.431207 1.113367 0.181995 -0.05 0.31 -0.81
H 0.582265 1.960618 -1.527135 -0.49 -0.01 -0.32
H 1.519992 -1.889504 0.748588 0.51 -1.18 0.57
H -1.085832 -0.957263 1.069055 1.51 0.37 -0.66
```
Positions in Å, forces in eV/Å.

The energy relative to the best compared isomer or geometry (same formula, charge and spin) is 392.00 kJ/mol. The total energy is -642.434439 Ha. The LUMO energy (spin up / spin down) comes out at -6.13 / -6.13 eV. For the HOMO-LUMO gap (spin up / spin down), the calculation gives 8.11 / 8.11 eV. As for the net charge: +1.

Atomic partial charges in e from the natural (NBO) method, atoms 1 to 8: -0.1408, 0.0631, 0.3916, -0.4617, -0.7835, -0.9408, 1.5689, 0.2641

***

(2)
Entry from OMol25: an isolated molecule of C4H5NO2 at a distorted geometry (the ωB97M-V functional and the def2-TZVPD basis).

```
12
Properties=species:S:1:pos:R:3:forces:R:3
C 0.909288 -1.182171 0.382621 -0.44 -0.88 -1.06
C 0.594780 0.257694 0.713222 -0.21 -0.88 -0.95
C 0.462152 1.121619 -0.500158 1.12 0.53 -1.23
C -1.639431 -0.115897 -0.249143 -1.12 -0.21 -1.07
H 1.234972 -1.800230 1.289472 -0.17 0.31 -1.29
H 0.955018 0.651051 1.639907 -0.04 0.19 0.43
H 0.691397 0.613819 -1.478488 -0.32 0.61 1.14
H 0.800144 2.161988 -0.389428 -0.43 -0.42 -0.18
H -2.143952 0.343612 -1.140322 -0.01 -0.57 0.40
N -0.695135 0.716202 0.210769 1.56 1.35 1.07
O 0.747402 -1.617078 -0.760319 0.67 0.54 2.68
O -1.916631 -1.150605 0.281868 -0.61 -0.58 0.06
```
Positions in Å, forces in eV/Å.

The energy relative to the best compared isomer or geometry (same formula, charge and spin) is 208.84 kJ/mol. As for the SMILES: O=C[C@H]1CN1C=O. The total energy is -360.589875 Ha. The LUMO energy comes out at 0.38 eV. For the HOMO-LUMO gap, the calculation gives 10.42 eV.

Atomic partial charges in e from the natural (NBO) method, atoms 1 to 8: 0.4235, -0.1908, -0.2143, 0.5434, 0.1383, 0.2210, 0.2319, 0.2094

***

(3)
Entry from OMol25: a structure of composition C11H16N at a distorted geometry (the ωB97M-V functional and the def2-TZVPD basis).

```
28
Properties=species:S:1:pos:R:3:forces:R:3
C -3.397248 -1.536285 -0.198048 -0.02 -1.06 1.44
C 0.302637 0.852844 -1.038389 3.41 -0.84 -1.46
C -2.474152 -0.642697 -0.957440 0.42 -0.59 -0.56
C -2.487994 -0.545497 0.554420 -0.72 1.15 3.10
C 0.219916 -0.703799 -1.004974 2.69 0.09 -0.66
C -1.109794 -1.380781 -0.924948 -0.49 -1.60 -0.32
C 1.047685 0.960494 0.320843 -1.23 0.07 2.03
C -1.100937 -1.097807 0.623732 1.37 1.29 -2.44
C 0.402649 -0.417737 0.443565 -2.63 -0.96 1.06
C 2.967959 2.493190 0.212724 -0.23 -1.24 0.32
C 2.566314 1.041698 0.426453 0.63 -1.81 1.03
N 0.078435 -1.546902 1.367597 0.72 -2.18 2.28
H -4.459385 -1.226920 -0.108080 0.87 -0.39 -0.36
H -3.175532 -2.673752 -0.077287 -0.54 2.22 -0.38
H 0.791341 1.258976 -1.915344 0.08 0.21 -0.08
H -0.617814 1.235502 -0.898056 -3.16 1.43 0.12
H -2.863343 0.003656 -1.747534 0.42 0.07 0.50
H -2.804065 0.262563 1.321070 0.09 -1.43 -1.75
H 1.123222 -1.246227 -1.414996 -1.19 0.65 -0.42
H -1.191414 -2.405984 -1.404038 0.27 1.07 0.84
H 0.607491 1.767203 1.018560 0.58 -1.21 -1.04
H 2.543990 3.058658 1.009628 0.25 0.57 1.06
H 2.425521 2.903734 -0.620402 0.43 0.04 -0.98
H 4.044319 2.521816 0.172781 0.21 0.73 -0.24
H 2.921728 0.587515 1.444822 -0.86 1.34 -1.28
H 3.117111 0.313678 -0.213739 -0.66 0.69 -0.35
H 0.022426 -1.279630 2.417059 0.37 -0.68 -2.20
H 0.498936 -2.557510 1.190021 -1.06 2.36 0.72
```
Positions in Å, forces in eV/Å.

The energy relative to the best compared isomer or geometry (same formula, charge and spin) is 547.11 kJ/mol. The total energy is -483.023317 Ha. The LUMO energy comes out at -3.28 eV. For the HOMO-LUMO gap, the calculation gives 9.85 eV. As for the net charge: +1.

Atomic partial charges in e from the natural (NBO) method, atoms 1 to 8: -0.3984, -0.3706, -0.2203, -0.2303, -0.2223, -0.2232, -0.2148, 0.1391

***

(4)
Entry from OMol25: a cluster of 10 separate species, H20O10 in total (the ωB97M-V functional and the def2-TZVPD basis).

```
30
Properties=species:S:1:pos:R:3:forces:R:3
O -2.405838 -3.081434 1.047920 0.06 0.04 0.26
H -3.339671 -2.928736 0.871539 0.07 0.01 -0.07
H -2.244766 -2.663759 1.903594 -0.04 -0.01 -0.07
O 1.811780 -1.819728 1.632172 -0.50 -0.18 -0.03
H 1.028527 -1.264195 1.494582 0.26 0.26 0.13
H 1.524960 -2.619723 1.161968 0.31 0.16 -0.02
O -2.193369 -0.805462 -2.046619 0.10 -0.11 -0.10
H -2.404929 -1.670866 -2.414123 0.02 0.05 0.03
H -1.903061 -0.278123 -2.798426 -0.11 0.03 0.07
O -0.135703 0.027150 0.329335 -0.21 -0.24 0.28
H 0.152710 0.399193 -0.515269 0.09 -0.11 0.00
H -0.502144 -0.835351 0.091805 -0.11 0.17 -0.24
O 1.080079 0.153577 -2.224554 -0.11 0.12 -0.33
H 1.688419 0.686254 -2.746613 0.09 -0.08 0.10
H 0.692029 -0.473350 -2.845197 0.07 -0.07 0.14
O -0.944514 3.572449 0.924396 0.14 0.21 -0.25
H -0.227024 3.358165 0.303448 -0.27 -0.02 0.14
H -0.844782 4.510521 1.112344 -0.01 -0.02 -0.01
O 1.131581 3.132432 -1.193244 0.24 0.09 0.10
H 1.112845 3.140176 -2.155309 -0.14 0.03 0.04
H 1.787213 3.799049 -0.951283 -0.01 -0.11 -0.01
O 0.172380 -3.372369 -0.173213 -0.10 -0.20 0.08
H 0.468593 -4.218901 -0.524419 -0.04 0.06 0.04
H -0.644351 -3.560501 0.320243 0.00 0.07 -0.25
O 3.059839 0.830713 0.843634 -0.16 -0.08 -0.10
H 2.575528 0.021061 1.080703 0.32 0.07 -0.04
H 2.475591 1.267617 0.215726 -0.04 0.00 0.05
O -0.935212 1.451828 2.800492 -0.25 -0.20 0.18
H -1.169721 2.322619 2.457810 0.15 -0.03 -0.09
H -0.867003 0.919682 1.996550 0.18 0.07 -0.03
```
Positions in Å, forces in eV/Å.

The energy relative to the best compared isomer or geometry (same formula, charge and spin) is 241.18 kJ/mol. As for the SMILES: O.O.O.O.O.O.O.O.O.O. The total energy is -764.390058 Ha. The LUMO energy comes out at -0.24 eV. For the HOMO-LUMO gap, the calculation gives 9.46 eV.

Atomic partial charges in e from the natural (NBO) method, atoms 1 to 8: -0.9672, 0.4881, 0.4884, -0.9731, 0.4787, 0.4862, -0.9349, 0.4701